Computed, not measured: a structure of composition C47H52IN11O2PPbSSi, with ωB97M-V with the def2-TZVPD basis set.

For the highest occupied orbital energy, the calculation gives -9.812 eV. Its total charge is +1. The value obtained for the max |F| is 1.5 eV/A. As for the LUMO energy: -3.0760 eV. The calculation puts the gap between HOMO and LUMO at 0.2476 Eh. Its calculated total energy is -111411.799 eV.

```
117
C47H52IN11O2PPbSSi ωB97M-V with the def2-TZVPD basis set
Pb 0.5347 0.2360 0.6107
C -5.6426 2.5115 0.4824
C -4.4513 2.1005 -0.3219
C -4.5103 1.1005 -1.2215
C -3.2864 0.5401 -1.8399
C -2.1332 1.5214 -1.9452
N -1.1784 1.4787 -2.7711
C -1.0614 0.7488 -3.9260
C -2.0226 0.8729 -4.9366
C -1.8499 0.3077 -6.1831
C -0.7019 -0.4228 -6.4696
C -0.4443 -0.9963 -7.8262
C 0.2454 -0.5743 -5.4674
C 0.0878 -0.0161 -4.2058
N 1.0965 -0.2302 -3.2573
C 1.9178 -1.3103 -3.1871
C 2.8513 -1.0474 -2.2185
C 2.5114 0.2289 -1.7485
N 1.4502 0.7037 -2.3808
C -2.0960 2.4772 -0.8387
C -3.1881 2.7542 -0.0910
N -0.8988 3.2026 -0.7154
C -0.7153 4.4962 -1.0538
C 0.6399 4.7210 -1.0825
C 1.2066 3.4867 -0.7420
N 0.2653 2.5878 -0.5237
H -6.5347 1.9999 0.1320
H -5.8093 3.5844 0.4309
H -5.4784 2.2456 1.5275
H -5.4446 0.6116 -1.4483
H -3.4797 0.0331 -2.7843
H -2.8930 1.4813 -4.7338
H -2.6064 0.4499 -6.9427
H -1.3659 -1.0995 -8.3917
H 0.0389 -1.9682 -7.7536
H 0.2246 -0.3350 -8.3771
H 1.1577 -1.1067 -5.6900
H 1.7810 -2.1834 -3.7895
H 3.6496 -1.6734 -1.8808
H 3.0401 0.8339 -1.0408
H -3.1219 3.5066 0.6828
H -1.5442 5.1437 -1.2501
H 1.1470 5.6317 -1.3269
H 2.2413 3.2233 -0.6712
C -1.6322 -2.6897 3.5217
N -0.2060 -2.7281 3.3774
C 0.6082 -3.8287 3.3821
C 1.8779 -3.3995 3.2215
N 1.8417 -2.0275 3.1089
C 0.5484 -1.6312 3.1956
S -0.1075 -0.0721 3.2121
C 2.9784 -1.2437 2.8477
C 4.1778 -1.5657 3.4805
C 5.2926 -0.7894 3.2203
C 5.1845 0.2492 2.3070
C 3.9532 0.4669 1.7141
N 2.8673 -0.2366 1.9981
H -2.0179 -3.7048 3.5202
H -2.0627 -2.1162 2.6989
H -1.8996 -2.1930 4.4552
H 0.2237 -4.8197 3.5011
H 2.7921 -3.9458 3.1178
H 4.2268 -2.4037 4.1578
H 6.2301 -0.9904 3.7177
H 6.0364 0.8630 2.0578
H 3.8224 1.2517 0.9834
I -0.2568 -8.3565 -2.9210
C 0.3786 -6.5384 -2.0341
C 1.3423 -6.5614 -1.0414
C 1.6866 -5.3790 -0.4135
C 1.0788 -4.1869 -0.7807
C 0.1500 -4.1763 -1.8127
C -0.2091 -5.3526 -2.4415
C 1.3818 -2.9075 -0.0417
O 2.4852 -2.7207 0.4555
O 0.3826 -2.1188 0.0348
H 1.8160 -7.4887 -0.7596
H 2.4233 -5.3763 0.3734
H -0.2989 -3.2373 -2.1006
H -0.9396 -5.3527 -3.2375
C -3.7975 -2.6036 -2.6323
Si -3.5512 -2.2090 -0.7811
C -5.2034 -1.8664 0.1123
C -2.5073 -3.5207 0.1010
C -2.6714 -0.4098 -0.8152
C -1.7591 -0.2054 0.0317
H -4.0703 -3.6464 -2.7680
H -2.8898 -2.4338 -3.2063
H -4.5918 -2.0096 -3.0767
H -5.4465 -2.6866 0.7801
H -6.0200 -1.7985 -0.5992
H -5.1881 -0.9520 0.6988
H -2.4583 -4.4269 -0.4955
H -2.9398 -3.7931 1.0583
H -1.4904 -3.1718 0.2595
C 1.1484 4.2346 4.9571
N 2.4222 3.5391 4.8705
C 3.4465 4.4540 4.3952
N 3.0979 5.0725 3.1253
C 1.8243 5.7590 3.2700
N 0.7574 4.8781 3.7126
C 0.4021 3.9100 2.7027
P 1.8006 2.7265 2.2558
C 2.3244 2.3703 4.0314
C 3.0664 4.1251 2.0385
H 1.2245 5.0053 5.7294
H 0.3737 3.5143 5.2348
H 4.3901 3.9081 4.2839
H 3.5752 5.2515 5.1353
H 1.5472 6.2050 2.3093
H 1.9485 6.5545 4.0113
H 0.0955 4.4428 1.7943
H -0.4474 3.3168 3.0579
H 3.3074 1.8866 3.9930
H 1.6094 1.6698 4.4736
H 2.8173 4.6711 1.1214
H 4.0661 3.6886 1.9256
```

Computed, not measured: a structure of composition C47H52N4O5PdSi2, with ωB97M-V with the def2-TZVPD basis set.

For the highest occupied orbital energy (alpha / beta), the calculation gives -2.668 / -2.636 eV. Its total charge is -2. The value obtained for the max |F| is 2.8 eV/A. As for the LUMO energy (alpha / beta): 3.8346 / 4.1686 eV. The calculation puts the gap between HOMO and LUMO (alpha / beta) at 0.2390 / 0.2501 Eh. Its calculated total energy is -85018.395 eV.

```
111
C47H52N4O5PdSi2 ωB97M-V with the def2-TZVPD basis set
Pd 0.5905 0.3388 0.4626
C -0.9903 1.1169 5.1429
Si -1.2230 1.1276 3.2201
C -3.1431 1.1540 3.0846
C -0.5237 2.8156 2.6706
C -0.2659 -0.2420 2.3774
C -0.8732 -1.4910 2.0397
C -1.9518 -2.0637 2.7520
C -2.4071 -3.3135 2.4170
C -1.8074 -3.9983 1.3619
C -0.7757 -3.3597 0.6900
N -0.3184 -2.1683 1.0020
Si 1.5946 -0.4642 2.7894
C 1.5481 -1.2237 4.5855
C 2.5489 1.1794 3.0670
C 2.5223 -1.9263 1.9373
H -1.6930 1.7871 5.6284
H 0.0078 1.4422 5.4121
H -1.1399 0.1275 5.5608
H -3.5376 2.0590 3.5410
H -3.6126 0.3129 3.5892
H -3.4614 1.1499 2.0492
H -1.2764 3.5992 2.6621
H -0.1418 2.6844 1.6582
H 0.2910 3.1419 3.3102
H -2.3840 -1.5161 3.5729
H -3.2294 -3.7656 2.9600
H -2.1457 -4.9806 1.0627
H -0.2975 -3.8509 -0.1528
H 1.2522 -0.4965 5.3302
H 2.5198 -1.6135 4.8759
H 0.8336 -2.0411 4.6328
H 2.3448 1.5901 4.0510
H 2.2931 1.9212 2.3171
H 3.6165 1.0100 2.9886
H 2.3088 -2.8628 2.4479
H 3.5967 -1.7684 1.9635
H 2.2179 -2.0367 0.8999
C -0.8370 5.3473 -2.8068
C -1.5218 4.0278 -3.1687
C -2.6015 4.2677 -4.2474
O -2.0637 3.4641 -2.0116
C -2.0456 2.0578 -2.2156
C -0.7573 1.8362 -3.0478
O -0.5735 3.1103 -3.6722
C 0.6285 1.3104 -2.4804
O 0.4880 0.1560 -1.7789
C 1.3969 2.3534 -1.6651
C 0.7478 3.1621 -0.7351
C 1.4659 4.0667 0.0360
C 2.8440 4.1431 -0.0655
C 3.5009 3.3112 -0.9544
C 2.7852 2.4362 -1.7519
C 1.3890 1.0570 -3.7969
C 1.5446 -0.2450 -4.2484
C 2.1917 -0.5092 -5.4427
C 2.6720 0.5343 -6.2143
C 2.5112 1.8390 -5.7757
C 1.8780 2.1004 -4.5753
C -2.4072 1.2846 -0.8863
O -1.5133 1.3273 0.1082
C -3.6709 2.0619 -0.4275
C -4.9734 1.7204 -0.7600
C -6.0371 2.4722 -0.2867
C -5.8173 3.5983 0.4862
C -4.5169 3.9567 0.8060
C -3.4633 3.1828 0.3665
C -2.8619 -0.1391 -1.2544
C -3.2509 -0.9402 -0.1851
C -3.7662 -2.2069 -0.3793
C -3.8513 -2.7358 -1.6565
C -3.4506 -1.9622 -2.7297
C -2.9784 -0.6733 -2.5332
H -1.5581 6.0039 -2.3279
H -0.4453 5.8149 -3.7058
H -0.0203 5.1356 -2.1219
H -3.3569 4.9481 -3.8660
H -3.0746 3.3266 -4.5141
H -2.1309 4.6858 -5.1331
H -2.8887 1.8372 -2.8982
H -1.0015 1.1101 -3.8398
H -0.3261 3.1049 -0.6368
H 0.9397 4.7162 0.7247
H 3.4014 4.8345 0.5552
H 4.5798 3.3263 -1.0176
H 3.3183 1.7907 -2.4360
H 1.1487 -1.0405 -3.6342
H 2.3221 -1.5315 -5.7758
H 3.1734 0.3331 -7.1532
H 2.8878 2.6574 -6.3777
H 1.7589 3.1175 -4.2373
H -5.1684 0.8543 -1.3765
H -7.0511 2.1762 -0.5285
H -6.6556 4.1927 0.8316
H -4.3286 4.8381 1.4101
H -2.4503 3.4192 0.6376
H -3.1306 -0.5425 0.8098
H -4.0995 -2.7839 0.4722
H -4.2209 -3.7431 -1.8153
H -3.5145 -2.3554 -3.7395
H -2.7118 -0.1109 -3.4152
N 3.0864 -0.9850 -1.2458
C 3.6822 -0.1859 -0.3156
O 2.9643 0.5859 0.3550
C 5.0916 -0.2988 -0.1099
C 5.7693 0.5220 0.7827
N 6.4070 1.1749 1.4954
C 5.8693 -1.2429 -0.7582
N 6.5459 -2.0319 -1.2723
H 2.1145 -0.7189 -1.4548
H 3.6276 -1.4464 -1.9577
```

Question: The lowest total charge belongs to which entry?
Answer: C47H52N4O5PdSi2